The following is a DFT calculation (ωB97M-V/def2-TZVPD) of a single CH3BCl2 molecule at a distorted geometry.

The highest occupied orbital energy is -10.443 eV. The energy above the lowest of the compared OMol25 structures with the same formula, charge and spin comes out at 23.3 kcal/mol. For the electronic energy, the calculation gives -985.083151 Eh. The calculation puts the largest force on an atom at 2.91 eV Å⁻¹.

Geometry as ORCA input:
```
! wB97M-V def2-TZVPD RIJCOSX def2/J DEFGRID3
* xyz 0 1
B -0.7640 0.3464 0.4302
C 0.4126 -0.3628 -0.5005
Cl 1.1165 1.2105 0.1412
Cl 1.3928 -1.7840 0.0041
H -1.6935 0.8999 -0.0510
H -0.5932 0.0075 1.4884
H 0.1287 -0.3175 -1.5125
*
```

The following is a DFT calculation (ωB97M-V/def2-TZVPD) of a molecular structure, C21H16N8Rh at a distorted geometry.

The highest occupied orbital energy is -18.477 eV. The energy above the lowest of the compared OMol25 structures with the same formula, charge and spin comes out at 0.0 kcal/mol. For the electronic energy, the calculation gives -1357.548494 Eh. The calculation puts the largest force on an atom at 1.37 eV Å⁻¹.

Geometry as ORCA input:
```
! wB97M-V def2-TZVPD RIJCOSX def2/J DEFGRID3
* xyz 3 1
Rh -0.0013 -0.2839 -0.3926
C 4.3367 -0.5270 -0.7091
C 4.6756 0.8117 -0.6386
C 3.6655 1.7713 -0.5609
C 2.3519 1.3657 -0.5512
N 2.0268 0.0378 -0.5867
C 2.9973 -0.8782 -0.6663
C 1.1886 2.2963 -0.5549
C 1.2159 3.6746 -0.6496
C 0.0054 4.3621 -0.6857
C -1.2073 3.6781 -0.6500
C -1.1840 2.2996 -0.5552
N 0.0014 1.6703 -0.5024
C -2.3499 1.3724 -0.5512
C -3.6623 1.7821 -0.5608
C -4.6754 0.8257 -0.6377
C -4.3405 -0.5141 -0.7074
C -3.0022 -0.8694 -0.6646
N -2.0288 0.0436 -0.5860
H 5.0919 -1.2966 -0.7871
H 5.7134 1.1182 -0.6526
H 3.9133 2.8228 -0.5176
H 2.6916 -1.9152 -0.6982
H 2.1523 4.2108 -0.7128
H 0.0071 5.4421 -0.7586
H -2.1420 4.2171 -0.7135
H -3.9068 2.8344 -0.5180
H -5.7122 1.1353 -0.6518
H -5.0982 -1.2814 -0.7848
H -2.6998 -1.9074 -0.6957
N 0.0007 -0.5236 3.6668
C 0.0003 0.3025 2.6329
N -0.0003 -0.4494 1.5351
C -0.0002 -1.7493 1.9922
N 0.0003 -1.8180 3.2876
C -0.0014 -2.8288 1.0125
C 0.0001 -4.1885 1.2854
N -0.0013 -5.0746 0.2947
C -0.0042 -4.6234 -0.9530
C -0.0053 -3.2587 -1.2451
N -0.0038 -2.3726 -0.2502
H 0.0011 -0.2925 4.6547
H 0.0005 1.3792 2.6925
H 0.0025 -4.5499 2.3073
H -0.0059 -5.3594 -1.7478
H -0.0073 -2.8915 -2.2641
*
```

What did we get for frontier orbital gap? Answer: 0.40697 0.25652 Ha, in the order shown.